[1]
ORCA calculation (ωB97M-V with the def2-TZVPD basis set) on a cluster of 15 separate species, C46H130N8O15 in total.

Summary:
LUMO energy (eV): 0.03
Gap between HOMO and LUMO (eV): 9.0962

```
! wB97M-V def2-TZVPD RIJCOSX def2/J DEFGRID3
* xyz 0 1
C 4.190 -8.615 -0.972
H -3.299 4.587 8.495
C 3.140 5.446 5.069
H -8.156 -4.271 -0.270
C 4.912 -4.185 5.844
H 3.511 -8.067 -0.319
H -3.346 -2.448 15.552
O 5.285 -7.969 -1.512
H -6.226 2.889 -2.186
H 0.213 -3.284 16.080
H 6.114 0.710 -7.433
C -2.617 -1.816 15.046
H 2.930 -5.100 5.925
H 7.899 3.657 -0.128
C 8.168 4.088 -2.732
H 2.728 2.880 -14.251
H -4.484 0.675 -6.909
H -1.601 10.480 3.230
H 5.575 -2.048 -8.728
O -6.152 1.717 -7.504
C -1.365 -2.593 14.951
H 0.910 0.748 -2.669
C -0.853 0.165 1.839
C 5.913 -0.346 -7.252
H -3.308 0.645 -8.971
H 8.809 3.237 -2.962
H -5.428 -5.617 3.940
H 8.226 -5.335 -2.348
C -5.611 1.628 7.839
H -4.652 1.324 -9.867
H -0.597 -6.067 -6.057
C 3.429 -4.268 5.427
C -4.852 4.394 -1.210
H -6.018 4.890 7.852
H -2.390 4.987 7.193
H -5.348 0.813 8.513
H -1.883 -6.535 -2.374
O 5.339 -2.879 5.389
H 10.681 4.304 -2.122
C 2.322 3.892 -14.226
C -7.441 -3.889 -0.998
O -0.901 -1.947 12.547
H 2.683 2.913 -11.727
H -3.732 2.275 -8.700
H 2.768 3.388 -8.729
C 5.039 -6.600 -1.541
H 5.164 -0.380 -6.462
H -3.258 -4.636 -6.855
H -1.640 -3.565 14.543
H -5.665 -3.165 3.816
H -1.611 -4.113 -7.099
H 5.042 -4.349 6.913
C -4.453 4.152 6.645
H 5.057 -6.158 -0.545
H 1.231 4.349 -8.658
H -7.285 -2.077 -2.200
H -5.763 -2.083 -0.218
H -9.792 0.693 -3.127
N -6.713 -1.739 -0.246
O -0.516 -0.832 0.898
H 2.681 1.272 0.296
H 9.746 4.410 2.881
H -1.815 6.820 2.570
H 1.006 -2.037 11.607
H -1.158 9.229 1.094
O 7.064 -0.922 -6.778
C 1.892 3.740 -9.275
H -2.371 -0.954 15.667
C 6.103 -5.960 -2.419
H -6.651 3.707 6.778
H 10.668 5.380 -1.111
H 1.021 -1.760 -0.005
O -5.662 -3.721 4.599
C 0.052 -1.510 11.597
H -6.815 1.834 -8.189
C -3.441 4.966 7.482
H -2.296 -4.330 -5.491
C 2.610 4.678 -12.946
H -4.156 4.318 -2.045
H -7.070 2.301 -0.401
O -1.170 7.372 2.123
H 0.321 -0.458 11.687
H 4.334 5.229 -11.887
H -3.979 -4.663 3.932
H -8.900 -0.622 -3.447
H 2.400 3.531 4.159
H -0.676 -6.211 -3.480
O 2.362 4.481 -10.424
H -5.280 4.376 4.783
H 5.527 -4.103 -1.877
H -1.921 0.339 1.969
H 5.065 -4.562 -3.315
H -5.100 5.402 -0.876
H -3.862 -6.098 6.008
C -4.886 -4.858 4.504
H 0.556 -2.484 13.867
H 7.850 -6.988 -1.565
H 3.254 -4.391 4.358
H -4.904 1.470 7.024
H 3.279 5.128 6.102
C -1.668 8.680 1.887
H 10.081 3.006 2.055
N 2.444 0.693 -0.496
O -9.323 -0.577 -1.428
H 7.185 3.703 -2.464
H -10.552 -0.998 -3.010
C 8.838 4.802 -1.560
H 2.905 -3.365 5.741
C -1.582 -6.183 -6.509
H 9.536 3.051 -0.632
O 9.498 4.615 0.791
H -2.945 -1.582 14.033
H -4.268 3.878 -0.448
H 2.164 5.931 5.049
N 10.201 5.182 -1.984
O 3.344 4.516 2.902
H 1.311 2.862 -9.556
H -4.874 5.729 5.500
C 5.489 -0.966 -8.625
H 6.187 -6.548 -3.332
N 5.857 -4.603 -2.690
C 8.931 3.916 -0.362
H -6.589 1.307 7.481
H -7.601 -4.375 -1.960
H -0.509 0.076 -1.871
H -0.638 -0.199 2.844
H -0.438 -1.677 10.638
H -5.476 -5.604 6.445
H -2.690 8.697 1.508
C 0.824 -0.805 0.481
N -0.664 -2.805 16.228
H 6.178 -2.636 5.789
H -6.667 -0.732 -0.311
H 6.236 -0.575 -9.317
C -9.082 -1.937 -0.984
H 7.542 -5.394 -0.895
C 2.105 3.837 -11.690
H 4.211 3.599 4.519
H -5.598 -0.164 -8.000
O -2.538 -6.595 -4.375
N -4.555 4.781 5.359
H 1.017 3.780 -11.699
C 9.402 3.857 2.007
C 0.581 0.086 -1.868
O -5.768 2.922 8.360
H 3.519 -8.941 -1.767
H 0.008 -0.999 14.145
C -9.715 -0.338 -2.782
H 1.438 -0.640 1.366
H -0.357 1.125 1.700
C -1.389 9.411 3.230
C -4.177 1.297 -8.886
H 0.687 1.306 -0.132
H -1.672 -8.119 -5.613
H -4.173 -4.443 6.410
C -2.332 -7.251 -5.611
C -2.239 -4.763 -6.489
H 5.506 -4.978 5.388
C -0.404 -1.967 13.860
C -6.235 3.628 -1.385
H 8.206 5.637 -1.259
C 3.307 4.132 4.223
H 2.556 1.248 -1.333
H 4.520 -9.483 -0.403
C -4.593 -5.299 5.883
H -4.051 3.151 6.485
H 6.935 -1.396 -5.953
N 4.049 4.932 -12.810
C -1.515 -6.891 -3.336
H 3.929 6.160 4.832
H 2.150 5.663 -12.867
H 4.103 -6.444 -2.078
H 4.210 5.752 -13.378
H 7.983 4.757 -3.573
C 7.525 -5.978 -1.815
H -6.453 -4.239 -0.701
H 4.496 -0.638 -8.931
H -3.737 6.013 7.538
N -1.531 -6.681 -7.836
H 2.632 5.145 2.765
H -9.377 -1.872 0.064
C -5.783 3.926 7.400
H -1.915 8.982 4.083
H -0.903 -7.472 -7.799
H 8.354 3.591 2.152
H -2.363 -7.247 -7.921
H -0.318 9.406 3.431
H -9.822 -2.655 -1.337
H 2.762 4.283 -15.144
H 1.234 3.852 -14.275
O -6.422 2.961 -0.145
H -3.254 -7.389 -6.176
H -1.151 -7.918 -3.290
C -7.609 -2.374 -1.203
H 0.882 -0.885 -2.261
H -0.450 -1.992 16.788
H -7.067 4.315 -1.540
C -5.102 0.787 -7.800
C 1.081 0.345 -0.464
*
```



[2]
ORCA calculation (ωB97M-V with the def2-TZVPD basis set) on the molecule C4H7N3O.

Summary:
SMILES: CONn1ccnc1
LUMO energy (eV): 0.87
Gap between HOMO and LUMO (eV): 9.8536

```
! wB97M-V def2-TZVPD RIJCOSX def2/J DEFGRID3
* xyz 0 1
C 0.922 -1.004 -1.434
N 0.808 -0.448 -0.202
C 0.957 -1.415 0.729
O -0.423 1.436 -0.353
C -1.391 1.212 0.649
N 0.815 0.895 0.186
H 0.975 -0.457 -2.320
C 1.127 -2.331 -1.187
H 1.075 -1.161 1.726
H 1.592 1.318 -0.354
N 1.074 -2.604 0.131
H -2.177 0.557 0.310
H -0.945 0.683 1.556
H -1.903 2.162 0.856
H 1.256 -3.218 -1.928
*
```



[3]
ORCA calculation (ωB97M-V with the def2-TZVPD basis set) on a cluster of 2 separate species, C2H7S3 in total.

Summary:
LUMO energy (eV): 3.54
Gap between HOMO and LUMO (eV): 5.9178

```
! wB97M-V def2-TZVPD RIJCOSX def2/J DEFGRID3
* xyz -1 1
H 2.251 -0.770 0.487
H -1.718 1.883 0.410
S -0.204 0.221 -1.623
H -2.348 -0.610 -0.383
H -1.760 1.391 2.072
C 2.402 -0.779 -0.597
S -2.978 -0.153 0.736
S 0.953 -1.504 -1.409
H 3.235 -1.460 -0.797
H 2.524 0.256 -0.881
C -1.661 1.004 1.046
H -0.697 0.520 0.940
*
```



[4]
ORCA calculation (ωB97M-V with the def2-TZVPD basis set) on a cluster of 2 separate species, C3H5N3 in total.

Summary:
<S²>: 2.009
LUMO energy (spin up / spin down) (eV): 0.96 / -3.18
Gap between HOMO and LUMO (spin up / spin down) (eV): 5.3230 / 7.4691

```
! wB97M-V def2-TZVPD RIJCOSX def2/J DEFGRID3
* xyz 0 3
C -1.346 0.932 -0.107
H 2.912 0.323 -1.145
H 0.880 -1.611 1.546
N 2.303 0.319 -0.376
N 0.791 -1.239 0.686
N -1.719 -1.667 -0.216
H -1.940 1.248 -1.007
H -0.341 1.305 -0.297
H -1.744 1.519 0.796
C 1.656 -0.575 0.164
C -1.454 -0.553 -0.045
*
```



[5]
ORCA calculation (ωB97M-V with the def2-TZVPD basis set) on a structure of composition C19H27N7PdS.

Summary:
LUMO energy (eV): -14.55
Gap between HOMO and LUMO (eV): 5.9120

```
! wB97M-V def2-TZVPD RIJCOSX def2/J DEFGRID3
* xyz 4 1
C -1.014 1.150 -2.792
H -4.206 0.939 -4.106
N 0.935 0.525 1.955
H -0.981 -0.807 -3.607
C -2.277 -0.884 -1.893
H -4.699 2.736 -2.671
C 2.858 -2.676 2.486
C 3.952 -0.677 0.429
C 1.657 -2.438 5.022
C 2.423 0.218 -1.642
H -2.136 1.531 -4.537
C 2.566 -3.472 4.721
C 2.600 -0.402 0.575
H -1.384 2.555 -1.277
Pd 0.079 1.036 0.230
H -2.244 -1.973 -1.942
N -0.176 2.906 4.056
H 4.549 -0.975 1.280
C 2.009 -1.538 2.787
H -4.225 1.904 -1.321
N 1.850 0.088 -0.450
C -1.036 -0.359 -2.611
H 0.640 -0.736 4.319
C -0.149 2.200 2.965
S -1.173 2.383 1.631
H -0.805 3.696 4.171
H -3.571 -1.122 -3.546
H -0.145 -0.692 -2.077
N -4.559 1.798 -2.280
N -2.237 -0.464 -0.469
H -4.438 -0.760 -2.098
C -3.540 -0.486 -2.659
C 4.545 -0.511 -0.821
H 3.238 -2.811 1.484
H 4.180 0.053 -2.864
C -3.641 0.955 -3.175
H -3.154 -0.196 -0.126
H 3.777 -4.450 3.227
H 1.194 -2.404 5.999
H -2.399 2.750 -3.353
H 1.796 0.582 -2.446
C 1.897 -0.539 1.856
H 5.601 -0.709 -0.956
C 1.356 -1.506 4.079
N 0.846 1.169 3.003
N -0.629 1.924 -1.532
H 2.799 -4.211 5.480
C 3.141 -3.602 3.444
H 0.448 2.690 4.829
H -5.487 1.363 -2.229
H 0.126 2.558 -1.797
H -0.218 1.386 -3.499
C -2.303 1.665 -3.467
H -1.999 -1.279 0.087
C 3.764 -0.082 -1.875
*
```



[6]
ORCA calculation (ωB97M-V with the def2-TZVPD basis set) on a structure of composition C3H3NO.

Summary:
LUMO energy (eV): -0.39
Gap between HOMO and LUMO (eV): 8.8878

```
! wB97M-V def2-TZVPD RIJCOSX def2/J DEFGRID3
* xyz 0 1
C -1.421 -0.532 -0.051
H 0.542 -0.806 -0.705
H 0.335 -0.183 0.986
C -2.774 -0.219 -0.187
H 0.117 0.734 -0.550
N -2.343 -1.360 0.335
C -0.050 -0.175 -0.090
O -4.345 0.666 -0.103
*
```



[7]
ORCA calculation (ωB97M-V with the def2-TZVPD basis set) on a cluster of 4 separate species, C14H33Cl2N2O6P in total.

Summary:
SMILES: CCOP(=O)(OCC)OCC.CN(C)C=O.CN(C)C=O.ClCCCl
LUMO energy (eV): 0.33
Gap between HOMO and LUMO (eV): 9.2949

```
! wB97M-V def2-TZVPD RIJCOSX def2/J DEFGRID3
* xyz 0 1
H -26.899 15.049 -10.657
C -26.682 20.923 -11.991
H -25.048 13.142 -10.286
C -25.781 20.119 -8.554
P -24.049 20.951 -12.117
O -28.784 21.586 -7.261
H -27.025 23.172 -7.881
H -26.647 12.511 -13.983
H -29.415 16.510 -11.746
N -25.600 12.554 -12.256
H -28.086 19.691 -7.588
H -23.225 21.528 -15.562
H -27.386 19.990 -13.837
H -24.594 14.260 -11.627
H -21.467 21.961 -15.616
O -25.450 20.249 -12.286
N -26.726 21.105 -8.107
H -25.546 22.526 -7.219
C -26.077 13.210 -13.340
O -26.032 14.398 -13.563
C -27.967 15.145 -10.835
C -22.069 20.937 -13.804
H -21.978 18.879 -8.994
Cl -28.063 17.843 -10.420
H -23.625 18.319 -11.485
H -26.294 11.065 -11.061
O -23.229 20.294 -13.300
C -24.725 13.222 -11.323
O -24.112 22.401 -12.132
C -22.771 18.355 -9.536
H -22.444 17.317 -9.601
H -24.901 10.582 -12.018
H -28.186 14.344 -11.546
H -21.174 20.330 -13.626
H -21.994 18.896 -11.473
H -27.163 20.396 -11.169
H -27.437 21.774 -13.797
H -26.507 21.966 -11.739
H -26.148 19.097 -8.519
H -25.463 20.355 -9.577
H -21.791 21.851 -13.266
O -23.413 20.282 -10.824
C -27.950 20.788 -7.634
C -28.361 16.434 -11.494
H -25.721 22.696 -9.021
H -21.997 20.289 -15.794
C -27.592 20.862 -13.218
H -28.655 20.796 -12.979
H -23.701 12.835 -11.422
H -23.680 18.430 -8.946
H -26.550 10.753 -12.785
C -26.219 22.473 -8.080
Cl -28.726 14.814 -9.272
H -24.823 20.195 -8.022
H -27.799 16.540 -12.420
C -25.842 11.131 -12.056
C -22.214 21.239 -15.296
C -22.926 18.934 -10.907
*
```



[8]
ORCA calculation (ωB97M-V with the def2-TZVPD basis set) on the molecule C6H5FN2S.

Summary:
SMILES: N#C[C@@]1(S)CC(F)=CC=N1
LUMO energy (eV): 0.10
Gap between HOMO and LUMO (eV): 9.9345

```
! wB97M-V def2-TZVPD RIJCOSX def2/J DEFGRID3
* xyz 0 1
N 1.156 1.510 -1.993
C -0.657 -1.556 -0.683
H -0.278 0.147 1.978
C -0.066 0.693 0.981
C 1.004 0.133 0.144
C 1.182 0.915 -1.011
H 3.296 -0.249 0.184
H 0.188 1.798 0.968
S 2.577 -0.121 1.164
C -1.426 0.480 0.394
H -0.964 -2.590 -0.907
F -2.246 1.526 0.465
C -1.644 -0.520 -0.423
H -2.674 -0.697 -0.827
N 0.551 -1.469 -0.434
*
```



Number 1: F_max 3.5 eV Å⁻¹. Number 2: F_max 3.0 eV Å⁻¹. Number 3: F_max 1.5 eV Å⁻¹. Number 4: F_max 5.4 eV Å⁻¹. Number 5: F_max 0.4 eV Å⁻¹. Number 6: F_max 7.0 eV Å⁻¹. Number 7: F_max 1.7 eV Å⁻¹. Number 8: F_max 5.0 eV Å⁻¹.